ORCA calculation (the ωB97M-V functional and the def2-TZVPD basis) on a structure of composition C26H75HfN6O9 at a distorted geometry.

Each line ends with the Mulliken charge.
Atoms and positions in Å:
Hf: -8.764 -1.238 3.558  1.107
O: 2.897 -6.738 -3.341  -0.365
O: 6.804 4.430 0.920  -0.290
O: 3.177 0.999 8.601  -0.309
O: 5.873 -10.358 4.555  -0.239
O: -7.331 -5.954 3.358  -0.666
O: -3.807 -0.710 1.534  -0.328
O: -1.665 7.270 -4.015  -0.373
O: -8.056 3.024 1.700  -0.661
O: -10.626 3.615 -8.809  -0.312
N: 4.988 -8.126 -4.258  -0.476
N: -9.206 2.982 -5.875  -0.599
N: 3.221 2.624 10.880  -0.587
N: 2.896 -8.176 3.632  -0.651
N: -4.963 8.573 -3.883  -0.697
N: 3.652 6.495 1.304  -0.517
C: -3.313 10.096 -4.474  -1.484
C: 3.348 1.131 10.956  0.369
C: -3.622 8.650 -4.358  0.611
C: 2.696 0.418 7.421  -0.719
C: -11.473 3.294 -9.915  -0.771
C: 5.438 4.899 0.558  -0.653
C: -8.791 2.828 -7.255  0.508
C: 6.480 -11.507 4.116  -0.740
C: 3.454 -5.433 -3.043  -0.685
C: 7.515 3.587 0.039  -0.671
C: -7.642 1.802 -7.305  -1.441
C: 2.885 -7.135 -4.706  -0.575
C: -2.795 7.862 -3.333  -0.660
C: -2.850 -0.773 0.493  -0.135
C: 5.020 5.646 3.069  -1.421
C: -9.898 2.508 -8.299  -0.822
C: 4.184 -8.553 4.233  0.263
C: 4.286 -8.115 -6.671  -1.444
C: 4.247 -7.449 -5.268  0.358
C: -0.597 8.108 -4.338  -0.749
C: 4.560 -10.058 4.107  -0.598
C: 2.897 0.775 12.363  -1.371
C: 5.068 6.053 1.517  0.368
C: -2.703 0.360 -0.421  -0.860
C: 2.545 0.582 9.819  -0.712
C: 4.132 -8.166 5.804  -1.129
H: 5.990 5.229 3.339  0.334
H: 3.825 -7.140 6.006  0.353
H: 3.485 0.608 6.694  0.253
H: 5.430 5.233 -0.479  0.398
H: -8.313 3.786 -7.462  0.275
H: 4.704 4.098 0.645  0.316
H: 3.599 -7.639 -7.371  0.374
H: 6.239 -11.883 3.122  0.336
H: -7.685 -6.580 3.989  0.336
H: 5.809 6.844 1.396  0.303
H: -2.465 8.545 -2.550  0.318
H: 1.833 0.891 12.568  0.357
H: -0.658 8.680 -5.263  0.306
H: -11.034 2.674 -10.697  0.327
H: 3.129 6.437 2.167  0.266
H: -2.241 10.258 -4.594  0.336
H: 4.373 0.848 10.714  0.319
H: 3.609 -5.370 -1.966  0.223
H: 4.596 -9.038 -4.070  0.305
H: 4.699 -6.520 -5.617  0.225
H: 1.481 0.811 9.775  0.380
H: 5.013 -8.044 3.741  0.244
H: -2.171 -0.085 -1.262  0.317
H: -5.132 7.578 -3.844  0.265
H: 7.364 4.010 -0.954  0.297
H: -2.062 1.122 0.021  0.264
H: -12.199 2.564 -9.557  0.334
H: -9.587 1.926 -9.166  0.429
H: -10.067 3.474 -6.066  0.287
H: 7.476 -11.779 4.465  0.299
H: 2.797 -7.172 3.663  0.277
H: 2.263 2.905 11.031  0.281
H: 2.884 -8.379 2.643  0.252
H: 8.583 3.592 0.256  0.250
H: -6.996 2.160 -6.503  0.382
H: 4.273 4.853 3.107  0.422
H: 3.581 -8.879 6.418  0.304
H: -3.031 -1.614 -0.177  0.288
H: 3.030 6.005 0.678  0.268
H: 3.888 -10.625 4.751  0.350
H: 0.353 7.587 -4.455  0.263
H: 3.097 -0.290 12.484  0.393
H: 2.412 -6.494 -5.450  0.352
H: 2.252 -8.022 -4.696  0.359
H: 4.094 -9.185 -6.596  0.371
H: 4.371 -5.224 -3.594  0.337
H: -1.868 -1.060 0.871  0.306
H: 3.644 1.078 13.096  0.385
H: -3.490 10.673 -3.566  0.396
H: -7.167 1.609 -8.267  0.391
H: 4.836 -7.624 -3.394  0.318
H: -8.105 0.832 -7.129  0.349
H: 2.552 -0.490 10.016  0.399
H: -3.635 0.882 -0.639  0.300
H: 4.792 6.484 3.728  0.386
H: 1.728 0.760 7.055  0.254
H: -5.560 8.852 -4.649  0.285
H: 5.198 -8.249 6.012  0.334
H: 5.331 -7.997 -6.957  0.357
H: -3.831 10.580 -5.302  0.361
H: -6.435 -6.252 3.202  0.327
H: -8.025 3.204 0.760  0.327
H: 6.986 2.636 -0.029  0.286
H: -0.456 8.912 -3.616  0.360
H: 5.859 -12.150 4.740  0.349
H: 2.699 -0.642 7.676  0.332
H: 2.623 -4.768 -3.277  0.309
H: -11.892 4.122 -10.487  0.294
H: 4.354 -10.342 3.075  0.351
H: -3.376 7.125 -2.778  0.377
H: -3.476 8.168 -5.325  0.242
H: -9.298 2.139 -5.326  0.246
H: -10.570 1.817 -7.791  0.352
H: -7.756 3.836 2.110  0.331
H: 3.286 2.986 9.939  0.298

For the LUMO energy, the calculation gives -12.36 eV. The calculation puts the orbital gap at 0.030 Ha. Its total energy is -2087.48784 Eh. Its strongest force on any atom is 3.65 eV Å⁻¹. Its charge is +3.

---

ORCA calculation (the ωB97M-V functional and the def2-TZVPD basis) on a cluster of 12 separate species, C26H80N20O13 in total at a distorted geometry.

Each line ends with the Mulliken charge.
Atoms and positions in Å:
O: 3.933 2.646 6.354  -0.335
O: -0.677 1.021 5.195  -0.498
O: 4.321 -3.082 5.255  -0.681
O: -0.394 -4.559 3.919  -0.713
O: 1.392 3.512 0.566  -0.192
O: -4.781 0.113 -4.101  0.067
O: -1.908 0.576 1.718  -0.370
O: -2.046 -3.910 -4.668  -0.677
O: 1.405 -2.458 -0.545  -0.245
O: -3.330 4.014 -1.239  -0.765
O: -1.467 2.045 -5.370  -0.703
O: 5.081 -2.044 1.883  -0.600
O: -0.563 -6.371 -0.488  -0.680
N: -1.976 2.811 -2.616  0.254
N: -1.382 -6.006 -2.527  -0.341
N: -5.176 3.538 -5.387  -0.560
N: 6.666 -1.877 3.523  -0.333
N: -2.040 2.679 0.864  -0.040
N: 2.991 -3.338 3.399  -0.120
N: -0.081 -3.916 1.744  0.067
N: 2.216 0.738 4.811  0.058
N: 2.777 1.457 1.619  0.013
N: 6.988 -1.084 1.330  -0.461
N: -2.964 4.837 -3.282  -0.344
N: 0.106 -6.137 2.354  -0.283
N: 2.272 -3.938 5.636  -0.233
N: -3.718 1.133 0.431  -0.333
N: -1.728 1.769 -7.565  -0.479
N: -3.664 -2.436 -5.204  -0.293
N: -2.784 -2.331 -3.131  -0.335
N: -1.072 -0.010 -6.194  -0.397
N: -2.093 -4.670 -0.781  -0.559
N: -0.199 0.845 -1.021  1.069
C: -2.055 1.255 4.929  -0.527
C: 2.810 3.555 0.532  -1.442
C: 4.542 3.791 5.800  -0.591
C: 4.343 1.417 5.869  -0.700
C: -4.572 1.523 -4.093  0.305
C: 3.441 2.762 1.675  1.282
C: 1.213 -0.319 4.730  0.248
C: 0.574 -0.652 -2.660  -1.321
C: -6.061 1.408 -6.155  -1.313
C: -0.057 0.201 4.138  -0.493
C: 6.166 -1.668 2.253  0.508
C: 4.939 2.749 1.452  -1.662
C: 1.019 -1.125 -0.235  0.218
C: -2.476 1.396 1.041  0.050
C: 2.761 -2.830 -0.248  -1.017
C: -2.795 3.877 -2.299  0.383
C: 3.270 -3.519 4.796  0.517
C: 0.008 -0.521 -1.290  0.068
C: -2.758 -3.006 -4.373  0.449
C: -1.355 1.307 -6.350  0.614
C: -0.172 -4.846 2.768  0.447
C: -1.313 -5.746 -1.186  0.556
C: 3.231 0.475 5.795  -0.377
C: -5.846 -0.296 -3.307  -1.042
C: 0.811 4.505 -0.373  -0.884
C: -5.703 2.257 -4.898  0.114
H: -3.213 5.822 -3.202  0.239
H: -2.468 1.749 5.790  0.324
H: 3.748 -0.443 5.464  0.150
H: 0.201 -6.363 1.364  0.243
H: 0.112 0.821 3.266  0.008
H: 6.058 -2.392 4.108  0.207
H: -1.873 2.013 -2.016  -0.194
H: -5.877 -1.415 -3.378  0.279
H: 0.513 -1.625 -3.162  0.423
H: 0.433 -1.128 0.750  -0.283
H: 3.151 3.226 -0.436  0.365
H: -2.462 2.418 -7.524  0.237
H: 0.298 -6.823 3.100  0.222
H: -4.205 -1.568 -5.120  0.226
H: 6.712 -1.071 0.367  0.241
H: -0.921 -6.896 -2.821  0.220
H: -6.343 0.409 -5.825  0.280
H: 3.203 4.613 0.627  0.497
H: -5.737 -0.107 -2.259  0.291
H: 5.598 2.273 2.186  0.298
H: 2.042 -3.199 3.104  0.096
H: -0.727 -0.597 3.938  0.710
H: 3.071 -2.583 0.732  0.392
H: -1.212 -0.324 -5.237  0.090
H: 0.990 -0.636 5.760  0.373
H: -2.101 -5.607 -3.146  0.162
H: 3.294 3.324 2.587  -0.056
H: 7.652 -1.800 3.753  0.179
H: -5.283 4.243 -4.669  0.257
H: -2.710 4.541 -4.174  0.151
H: 7.984 -1.082 1.420  0.186
H: -0.624 1.091 -0.142  -0.926
H: -4.617 1.851 -3.034  0.052
H: -1.896 -2.334 -2.652  0.195
H: 1.723 1.612 4.986  0.209
H: 4.744 1.498 4.899  0.236
H: -5.168 1.307 -6.798  0.241
H: 1.374 -4.157 5.233  0.182
H: 1.935 -0.524 -0.063  0.291
H: 1.791 1.461 1.611  -0.129
H: -6.911 1.855 -6.677  0.464
H: 3.064 0.895 2.413  0.000
H: 4.222 4.604 6.441  0.282
H: 5.640 3.837 5.872  0.313
H: -1.701 -4.381 0.131  0.395
H: 1.690 -1.118 4.156  -0.455
H: -3.543 1.733 -4.583  -0.455
H: -2.568 0.283 4.808  0.250
H: -2.131 1.824 4.020  0.081
H: -1.702 2.493 -3.518  0.379
H: -0.942 -1.102 -1.171  0.010
H: -0.310 4.672 -0.092  0.150
H: -1.373 -0.620 -6.936  0.271
H: -1.660 1.226 -8.424  0.202
H: 2.933 -3.910 -0.407  0.309
H: -3.270 -1.419 -3.244  0.235
H: 4.336 3.952 4.719  0.150
H: -1.092 2.879 1.136  0.131
H: 2.447 -4.040 6.611  0.200
H: 1.583 -0.321 -2.728  0.539
H: 0.529 -3.944 0.870  -0.035
H: 0.651 1.454 -1.176  0.005
H: -0.633 -3.070 1.898  0.062
H: -4.235 0.487 0.976  0.268
H: -6.812 0.051 -3.754  0.424
H: 0.852 4.084 -1.330  0.400
H: -5.733 3.833 -6.187  0.219
H: -2.155 -3.983 -1.486  0.226
H: 5.282 2.261 0.541  0.432
H: -3.902 -2.912 -6.242  0.254
H: 3.367 -2.312 -0.950  0.482
H: -4.328 1.792 -0.074  0.220
H: 1.418 5.437 -0.271  0.408
H: 3.641 -2.559 3.105  0.000
H: -2.556 3.373 0.362  0.311
H: -6.559 2.487 -4.282  0.276
H: 5.077 0.974 6.583  0.329
H: 2.776 0.222 6.752  0.445
H: 0.012 0.089 -3.332  -0.082
H: 5.336 3.786 1.287  0.390

For the LUMO energy, the calculation gives 0.07 eV. The calculation puts the orbital gap at 0.296 Ha. Its total energy is -3112.06035 Eh. Its strongest force on any atom is 6.38 eV Å⁻¹. As for the SMILES: COC[C@H](C)N.COC[C@H](C)N.COC[C@H](C)N.COCCNCCOC.NC(N)=O.NC(N)=O.NC(N)=O.NC(N)=O.NC(N)=O.NC(N)=O.NC(N)=O.NC(N)=O. Its charge is 0.

---

ORCA calculation (the ωB97M-V functional and the def2-TZVPD basis) on a cluster of 18 separate species, C26H86BrFNO20S in total at a distorted geometry.

Each line ends with the Mulliken charge.
Atoms and positions in Å:
Br: -3.688 -1.919 3.607  0.061
S: -3.261 -4.498 1.326  1.506
F: -0.807 -2.330 3.195  -0.128
O: 5.284 4.585 3.129  -0.691
O: -3.331 -5.577 0.172  -0.630
O: 6.957 0.131 -1.466  -0.606
O: 3.725 1.458 4.514  -0.488
O: -0.814 -3.753 -6.773  -0.626
O: -5.216 2.161 -0.931  -0.621
O: 7.286 2.106 3.871  -0.577
O: 9.713 6.153 -0.197  -0.632
O: -4.655 -4.698 2.043  -0.629
O: 8.157 8.822 1.447  -0.595
O: 2.977 3.530 6.358  -0.629
O: 0.166 4.489 -2.335  -0.577
O: 6.491 -2.807 -4.915  -0.669
O: -1.087 -6.216 -4.797  -0.636
O: -5.624 -1.601 6.740  -0.629
O: 7.627 5.995 2.256  -0.665
O: 4.586 -3.375 -2.391  -0.563
O: 3.397 3.400 -2.432  -0.566
O: -4.134 -2.472 -0.191  -0.042
O: -1.197 1.846 3.847  -0.614
N: -1.273 -1.415 2.307  0.636
C: 1.144 0.163 -4.025  -0.645
C: -0.223 -1.237 1.247  -0.570
C: -1.990 -5.166 2.528  -0.912
C: 0.307 -1.208 -4.485  -0.491
C: 1.329 2.977 2.203  -0.097
C: -7.011 -3.505 -0.879  -1.146
C: -6.549 -1.924 -0.586  0.538
C: -10.190 -0.228 -0.533  -1.269
C: 2.918 3.075 1.781  -0.159
C: 2.574 -0.921 -1.918  1.374
C: -8.558 -0.080 -0.815  0.411
C: 2.744 0.980 -0.018  1.126
C: -0.751 -3.060 -2.901  -0.164
C: -8.104 1.447 -0.412  -0.836
C: -1.839 -3.508 -1.712  -0.708
C: 3.588 -0.230 -0.784  -0.790
C: -7.790 -1.157 0.176  -1.199
C: -2.972 -2.753 0.717  0.767
C: -1.700 -2.610 -0.365  -0.662
C: -5.260 -1.863 0.479  -0.454
C: -0.224 -2.668 0.375  0.218
C: -0.904 -1.497 -3.369  -0.009
C: -2.693 -1.621 1.846  -1.061
C: 3.553 1.643 1.254  -0.650
C: 0.327 3.356 0.932  -0.802
C: 2.614 -0.158 -3.373  -0.461
H: -5.643 -2.365 1.460  0.281
H: 8.795 8.232 1.876  0.314
H: -0.202 -0.964 -5.521  0.299
H: -1.508 -4.619 -1.425  0.217
H: 2.607 1.828 -0.833  0.061
H: 3.285 -0.747 -4.132  0.063
H: 3.646 3.521 5.657  0.311
H: -5.066 -0.696 0.634  -0.069
H: 5.187 5.287 3.789  0.312
H: 5.588 -2.456 -4.954  0.338
H: -0.422 -0.312 0.520  0.124
H: 3.080 3.876 0.916  0.294
H: 2.938 1.440 5.078  0.297
H: 4.355 0.882 4.972  0.217
H: 3.523 3.351 2.766  -0.134
H: -0.913 -5.312 2.095  0.300
H: -0.609 -0.817 -2.434  -0.271
H: 3.994 -1.024 -0.004  0.266
H: 4.563 -4.201 -1.885  0.260
H: 7.040 -2.074 -5.230  0.321
H: -1.505 -6.196 -3.923  0.306
H: 0.518 0.843 -3.286  0.199
H: 7.267 1.019 -1.233  0.292
H: -1.690 -6.752 -5.333  0.326
H: -1.065 -3.720 -3.846  0.135
H: 3.174 0.881 -3.188  0.230
H: -0.156 2.413 0.429  0.084
H: 7.263 1.279 4.377  0.284
H: -4.553 1.568 -0.546  0.266
H: 8.467 9.711 1.679  0.290
H: -0.538 4.087 1.311  0.330
H: 1.094 -2.075 -4.529  0.300
H: 6.928 5.344 2.417  0.333
H: -1.795 -1.474 -0.727  -0.017
H: -8.593 -1.894 0.623  0.386
H: 4.048 4.040 -2.108  0.271
H: 7.264 6.561 1.559  0.350
H: 5.470 -3.370 -2.790  0.283
H: 1.138 3.794 3.034  0.523
H: 3.003 -2.023 -2.070  0.000
H: -5.313 2.864 -0.271  0.338
H: -0.837 -4.579 -6.267  0.296
H: -6.246 -1.445 -1.621  0.354
H: -10.368 0.053 0.596  0.330
H: 0.951 3.937 0.121  0.124
H: -8.923 1.935 0.294  0.323
H: 9.110 5.617 -0.733  0.302
H: 5.947 3.992 3.514  0.321
H: 7.595 -0.459 -1.036  0.303
H: 1.506 -0.903 -1.439  -1.059
H: -10.827 0.477 -1.228  0.321
H: -7.272 -4.090 0.105  0.252
H: -1.288 -0.497 2.849  0.380
H: -3.060 -0.536 1.503  0.520
H: -2.021 -4.554 3.545  0.258
H: -1.964 -1.203 -3.771  0.388
H: 0.587 -2.643 -0.488  0.105
H: -10.457 -1.372 -0.669  0.312
H: -0.053 -3.610 1.045  0.102
H: -0.496 4.094 -2.922  0.297
H: -1.677 1.458 4.593  0.297
H: 4.680 1.819 0.956  0.187
H: -7.345 -0.548 1.089  0.323
H: 0.833 -1.158 1.778  0.326
H: 4.560 0.210 -1.315  0.219
H: 1.659 0.610 0.265  -0.692
H: -7.093 1.484 0.212  0.074
H: -7.964 2.145 -1.360  0.241
H: -8.289 -0.258 -1.952  0.339
H: 2.674 3.952 -2.768  0.272
H: -5.183 -1.714 5.884  0.222
H: -2.364 -6.260 2.828  0.406
H: 1.063 1.917 2.683  -0.154
H: -2.884 -3.500 -2.235  0.176
H: 9.295 6.173 0.677  0.348
H: -8.002 -3.443 -1.514  0.368
H: -0.508 2.384 4.266  0.322
H: 3.496 3.514 7.177  0.310
H: 0.070 -3.747 -7.171  0.315
H: 8.170 2.111 3.473  0.292
H: 0.353 -3.393 -2.648  0.171
H: 3.568 0.905 2.179  0.160
H: -6.201 -4.095 -1.486  0.232
H: 1.347 0.851 -4.979  0.335
H: -0.351 4.818 -1.585  0.315
H: -6.075 -2.447 6.884  0.319

For the LUMO energy, the calculation gives -3.74 eV. The calculation puts the orbital gap at 0.288 Ha. Its total energy is -5672.98853 Eh. Its strongest force on any atom is 9.71 eV Å⁻¹. Its charge is +1.